Here is an isolated ion of composition C8H5O6P and charge -2 in a non-equilibrium geometry from the Open Molecules 2025 dataset. Energies are from the ωB97M-V functional and the def2-TZVPD basis.

The calculation puts the energy above the lowest of the compared OMol25 structures with the same formula, charge and spin at 0.0 kcal per mole. The total energy is -1100.73922 Ha. As for the SMILES: O=C([O-])O[P@@](=O)(C(=O)[O-])c1ccccc1. The charge is -2. The calculation puts the gap between HOMO and LUMO at 6.94 eV. As for the lowest unoccupied orbital energy: 0.2132 Eh.

Last columns: bonded neighbours and bond lengths (Å).
Atoms and positions in Å:
1 C 0.19 -2.16 -1.73  C2 1.376, C3 1.398, H16 1.056
2 C -0.54 -2.17 -0.57  C1 1.376, C4 1.392, H17 1.033
3 C 1.11 -1.14 -1.99  C1 1.398, C5 1.428, H18 1.060
4 C -0.26 -1.28 0.46  C2 1.392, C6 1.335, H19 1.084
5 C 1.08 -0.06 -1.05  C3 1.428, C6 1.392, H20 1.014
6 C 0.44 -0.17 0.18  C4 1.335, C5 1.392, P15 1.865
7 C -1.68 2.19 -0.70  O9 1.674, O11 1.204, O14 1.214
8 C 0.30 0.80 3.15  O10 1.237, O12 1.228, P15 2.007
9 O -0.50 2.37 0.47  C7 1.674, P15 1.641
10 O 0.20 -0.42 3.33  C8 1.237
11 O -1.72 1.05 -1.07  C7 1.204
12 O 0.37 1.74 3.93  C8 1.228
13 O 1.92 1.89 1.10  P15 1.484
14 O -2.32 3.17 -1.01  C7 1.214
15 P 0.54 1.36 1.24  C6 1.865, C8 2.007, O9 1.641, O13 1.484
16 H -0.14 -2.75 -2.54  C1 1.056
17 H -1.42 -2.71 -0.52  C2 1.033
18 H 1.62 -1.25 -2.92  C3 1.060
19 H -0.76 -1.28 1.42  C4 1.084
20 H 1.56 0.82 -1.18  C5 1.014